Record 1
# C12H12BCl3N8O3PdS2Si

A molecular structure, C12H12BCl3N8O3PdS2Si (ωB97M-V/def2-TZVPD, the Open Molecules 2025 dataset).

```
43
Properties=species:S:1:pos:R:3:mulliken_spin:R:1
Pd 1.8641 -0.0969 -0.1841 0.00
C 0.0118 -1.8319 3.1676 0.00
C 1.1002 -1.6435 2.3335 0.00
N 0.7212 -0.9320 1.2702 0.01
N -0.5925 -0.6284 1.4058 0.00
C -1.0367 -1.1773 2.5444 0.00
B -1.2363 0.2225 0.2719 0.00
N -0.8558 -0.5038 -1.0642 0.00
C -1.7184 -1.0944 -1.9015 0.00
C -1.0113 -1.7286 -2.9033 0.00
C 0.3184 -1.4906 -2.6022 0.00
N 0.4101 -0.7538 -1.4901 0.01
N -0.5681 1.6043 0.2788 0.00
C -1.0516 2.7917 0.6869 0.00
C -0.0721 3.7448 0.5041 0.00
C 1.0081 3.0403 -0.0237 0.01
N 0.6926 1.7563 -0.1708 0.00
N -2.7262 0.3641 0.3596 0.00
C -3.5032 1.1528 -0.4368 0.00
C -4.8056 0.9684 -0.0607 0.00
C -4.7346 0.0345 0.9935 0.00
N -3.4913 -0.3283 1.2375 0.00
H -0.0154 -2.3699 4.0978 0.00
H 2.1203 -1.9664 2.4473 0.01
H -2.0723 -1.0700 2.8131 0.00
H -2.7798 -1.0213 -1.7376 0.00
H -1.4006 -2.2782 -3.7410 0.00
H 1.1845 -1.7975 -3.1525 0.00
H -2.0512 2.8786 1.0781 0.00
H -0.1291 4.7969 0.7175 0.00
H 1.9829 3.4059 -0.3051 0.00
H -3.0727 1.7745 -1.2058 0.00
H -5.6814 1.4328 -0.4782 0.00
H -5.5388 -0.3830 1.5775 0.00
Cl 3.5187 -2.2985 -2.7098 0.00
Si 3.2768 -1.8959 -0.7451 0.00
Cl 3.2745 0.7622 1.3966 0.22
Cl 2.8640 -3.5667 0.2804 0.00
O 5.8926 -0.2693 -2.2096 0.01
S 5.3947 -0.0138 -0.9111 -0.01
O 4.7889 -1.3484 -0.2878 0.00
O 6.1403 0.6477 0.0874 0.01
S 3.5808 1.1100 -1.2283 0.74
```

- charge = +1
- 2S+1 = 2
- relative energy (zero: lowest compared OMol25 entry of this formula, charge and spin) (kcal per mole) = 0.0
- electronic energy (eV) = -101972.1023
- HOMO-LUMO gap (spin up / spin down) (eV) = 6.6 / 5.2
- E_HOMO (spin up / spin down) (eV) = -12.3 / -12.3



Record 2
# C4H7Br

C4H7Br in the gas phase in a non-equilibrium geometry (ωB97M-V/def2-TZVPD, the Open Molecules 2025 dataset).

```
12
Properties=species:S:1:pos:R:3:lowdin_charge:R:1
C 1.0091 -0.8815 -0.6636 -0.15
C -0.0057 -0.0207 -0.0347 -0.35
C -0.0166 1.4162 0.0527 -0.17
C -1.3644 -0.7865 0.6814 -0.56
Br -2.5223 0.3569 1.5476 0.69
H 1.7038 -0.2117 -1.2273 0.06
H 1.7925 -1.4791 0.0535 0.12
H 0.7747 -1.8078 -1.3306 0.10
H -0.9078 1.7639 -0.4317 0.06
H 0.9764 1.7510 -0.3717 0.10
H -0.1619 1.7969 1.0620 0.06
H -1.2777 -1.8976 0.6625 0.03
```

- 2S+1 = 1
- relative energy (zero: lowest compared OMol25 entry of this formula, charge and spin) (kcal per mole) = 77.3
- electronic energy (eV) = -74300.2801
- HOMO-LUMO gap (spin up / spin down) (eV) = 8.3 / 8.1
- structure (SMILES) = CC(C)=CBr
- E_HOMO (spin up / spin down) (eV) = -7.8 / -7.6



Record 3
# CH2NO3P

A gas-phase ion, CH2NO3P (charge -2) in a non-equilibrium geometry (ωB97M-V/def2-TZVPD, the Open Molecules 2025 dataset).

```
8
Properties=species:S:1:pos:R:3:lowdin_charge:R:1
H -0.0425 -2.2928 1.1092 -0.08
N 0.5906 -1.5529 0.7372 -0.12
C -0.1423 -0.2844 0.6032 -0.25
P 0.1979 0.9851 -0.6611 -0.05
O -0.6525 0.2153 -1.7183 -0.51
O -0.4575 2.2821 -0.2175 -0.52
O 1.6992 1.0797 -0.9712 -0.52
H -1.1929 -0.4321 1.1186 0.05
```

- charge = -2
- 2S+1 = 1
- relative energy (zero: lowest compared OMol25 entry of this formula, charge and spin) (kcal per mole) = 42.4
- electronic energy (eV) = -17989.8800
- HOMO-LUMO gap (eV) = 6.8
- structure (SMILES) = [H]/N=C/P(=O)([O-])[O-]
- E_HOMO (eV) = 0.8



Record 4
# C4H10N2OS

C4H10N2OS in the gas phase in a non-equilibrium geometry (ωB97M-V/def2-TZVPD, the Open Molecules 2025 dataset).

```
18
Properties=species:S:1:pos:R:3:lowdin_charge:R:1
N 0.9000 0.8773 2.7977 0.01
C 0.1167 -0.2741 2.3546 -0.32
N 0.6683 -0.8869 1.1708 -0.03
C 0.3271 -0.1403 -0.0579 -0.41
C 1.4550 -0.2785 -1.0275 -0.23
O 1.3761 -0.5457 -2.1908 0.09
C -1.0062 -0.5766 -0.5994 -0.50
S -1.9330 0.7502 -1.4596 0.71
H 1.8738 0.6069 2.8691 0.06
H 0.6059 1.1605 3.7293 0.07
H -0.8908 0.0661 2.1082 0.11
H -0.0369 -1.0207 3.1317 0.11
H 1.6735 -0.9838 1.2341 0.10
H 0.2993 0.9156 0.2370 0.13
H 2.4611 -0.1009 -0.5858 0.13
H -1.6863 -0.9178 0.1626 0.06
H -0.8563 -1.3902 -1.3134 0.08
H -0.9242 1.6133 -1.6132 -0.15
```

- 2S+1 = 1
- relative energy (zero: lowest compared OMol25 entry of this formula, charge and spin) (kcal per mole) = 40.0
- electronic energy (eV) = -20172.1886
- HOMO-LUMO gap (eV) = 9.8
- structure (SMILES) = NCN[C@@H](C=O)CS
- E_HOMO (eV) = -9.0